No. 1
{
  "formula": "C13H22AlO7S6",
  "method": "ωB97M-V/def2-TZVPD",
  "symbols": ["Al", "C", "C", "O", "C", "C", "O", "C", "C", "O", "C", "C", "O", "H", "H", "H", "H", "H", "H", "H", "H", "H", "H", "H", "H", "H", "H", "H", "H", "C", "S", "C", "C", "S", "S", "C", "S", "S", "H", "H", "H", "C", "S", "O", "O", "O", "H", "H", "H"],
  "positions_angstrom": [[-0.4106, -0.0639, -0.5249], [-0.8562, 3.0885, -0.8050], [-1.9870, 2.5101, -1.6253], [-1.8115, 1.0791, -1.7161], [-3.0537, 0.3586, -1.8095], [-3.3810, -0.2546, -0.4381], [-2.1512, -0.2785, 0.3077], [-2.1725, -0.8129, 1.6404], [-1.1142, -0.0228, 2.3844], [0.0122, 0.1558, 1.5036], [0.8213, 1.2909, 1.8568], [0.1692, 2.5674, 1.3235], [-0.6761, 2.1620, 0.2529], [-1.1471, 4.0684, -0.4198], [0.0688, 3.1792, -1.3778], [-2.0056, 2.9246, -2.6330], [-2.9384, 2.7117, -1.1304], [-2.9268, -0.4065, -2.5639], [-3.8458, 1.0372, -2.1192], [-3.7586, -1.2714, -0.5448], [-4.0904, 0.3519, 0.1265], [-1.9653, -1.8800, 1.5985], [-3.1530, -0.6401, 2.0827], [-0.7855, -0.5502, 3.2799], [-1.5049, 0.9586, 2.6591], [1.7820, 1.1109, 1.3936], [0.9551, 1.3197, 2.9380], [0.9444, 3.2567, 0.9827], [-0.4424, 3.0704, 2.0761], [3.1074, -2.8552, 0.8886], [3.3175, -2.1073, -0.7462], [3.6064, -0.4370, -0.3032], [2.8760, 0.6270, -0.6762], [1.4011, 0.7515, -1.6383], [3.5542, 2.1929, -0.2534], [4.9478, 1.6335, 0.6370], [6.0013, 2.6211, 1.3784], [5.0874, -0.0976, 0.5785], [3.0718, -3.9324, 0.7310], [2.1782, -2.5198, 1.3441], [3.9573, -2.6341, 1.5300], [0.3280, -3.6337, -1.9935], [-0.7309, -2.5588, -1.0999], [-0.9738, -1.3378, -1.9369], [-1.9119, -3.2572, -0.7011], [0.0331, -1.9352, 0.0296], [-0.2849, -4.1654, -2.7181], [0.7556, -4.3351, -1.2796], [1.1033, -3.0400, -2.4697]],
  "forces_ev_per_angstrom": [[0.084, 0.202, 0.097], [0.036, 0.031, -0.093], [0.004, -0.002, 0.079], [0.057, 0.076, -0.063], [-0.012, -0.013, 0.004], [0.001, 0.062, -0.010], [-0.059, -0.045, -0.001], [0.036, 0.032, 0.025], [-0.051, -0.034, 0.003], [-0.040, -0.068, 0.024], [-0.008, 0.015, 0.020], [-0.011, 0.021, 0.024], [-0.046, -0.132, 0.110], [-0.006, 0.006, -0.015], [0.002, -0.024, 0.020], [-0.012, 0.032, 0.010], [-0.001, -0.022, 0.010], [0.019, -0.014, -0.001], [0.001, 0.000, -0.013], [-0.002, -0.008, -0.003], [0.009, 0.001, 0.013], [0.008, -0.008, -0.017], [-0.002, -0.005, 0.007], [0.000, 0.010, 0.007], [0.010, 0.011, -0.020], [0.083, 0.007, -0.029], [-0.023, -0.004, -0.001], [-0.002, -0.017, -0.031], [0.018, 0.025, 0.000], [0.001, 0.001, 0.016], [-0.013, 0.005, -0.023], [0.010, -0.055, 0.001], [-0.023, 0.271, 0.053], [-0.024, -0.363, -0.111], [0.003, -0.058, 0.014], [0.001, 0.002, -0.072], [-0.021, -0.005, 0.024], [-0.058, 0.027, -0.004], [-0.020, 0.006, -0.010], [0.009, -0.005, -0.001], [0.002, 0.001, 0.004], [-0.033, 0.023, 0.030], [0.148, -0.029, -0.120], [-0.031, -0.021, -0.049], [-0.041, -0.079, 0.011], [0.015, 0.096, 0.064], [-0.005, 0.040, -0.016], [-0.018, -0.007, 0.001], [0.008, 0.014, 0.031]],
  "nbo_charge": [1.8482, -0.0919, -0.0716, -0.5844, -0.0839, -0.0838, -0.6418, -0.0814, -0.0789, -0.5959, -0.0897, -0.0999, -0.5741, 0.2083, 0.2200, 0.2194, 0.1893, 0.2417, 0.2106, 0.2331, 0.1987, 0.2367, 0.2189, 0.2231, 0.1975, 0.2346, 0.2139, 0.2214, 0.1942, -0.7386, 0.2869, -0.4094, -0.3812, -0.3289, 0.4311, -0.5877, 0.0374, 0.4714, 0.2370, 0.2234, 0.2315, -0.8796, 2.3992, -1.0593, -0.9250, -1.0532, 0.2703, 0.2644, 0.2779],
  "energy_ha": -3666.69702,
  "total_charge": 1,
  "homo_lumo_gap_ev": 7.98,
  "multiplicity": 1,
  "lumo_energy_ev": -2.366
}

***

No. 2
{
  "formula": "C25H31N3O3",
  "method": "ωB97M-V/def2-TZVPD",
  "symbols": ["C", "N", "C", "C", "C", "C", "C", "C", "C", "C", "C", "O", "C", "O", "C", "C", "C", "C", "C", "N", "C", "C", "O", "C", "C", "C", "C", "N", "C", "C", "C", "H", "H", "H", "H", "H", "H", "H", "H", "H", "H", "H", "H", "H", "H", "H", "H", "H", "H", "H", "H", "H", "H", "H", "H", "H", "H", "H", "H", "H", "H", "H"],
  "positions_angstrom": [[-4.7974, -0.2198, 2.4046], [-3.9980, -0.0124, 1.2152], [-4.5331, -0.7697, 0.0926], [-5.8298, -0.1844, -0.3926], [-6.8940, -0.9982, -0.7552], [-8.0762, -0.4473, -1.2195], [-8.2097, 0.9263, -1.3199], [-7.1537, 1.7462, -0.9563], [-5.9717, 1.1942, -0.4995], [-2.5958, -0.2935, 1.4522], [-1.7010, 0.3210, 0.3697], [-1.5811, -0.5739, -0.7135], [-0.3085, 0.6297, 0.9360], [0.4786, 1.0772, -0.1524], [1.8143, 1.2757, 0.0413], [2.4720, 1.1391, 1.2566], [3.8416, 1.3302, 1.3227], [4.5819, 1.6771, 0.2039], [6.0800, 1.8671, 0.2974], [6.8887, 1.2266, -0.7242], [6.9692, -0.2136, -0.6924], [5.7063, -0.9858, -1.1235], [4.9285, -1.2584, 0.0251], [3.6476, -1.6655, -0.1296], [2.9944, -1.8774, -1.3397], [1.6614, -2.2588, -1.3160], [1.0293, -2.4240, -0.0972], [1.6509, -2.2418, 1.0605], [2.9144, -1.8808, 1.0454], [3.9054, 1.8534, -0.9990], [2.5451, 1.6450, -1.0869], [-4.7554, -1.2581, 2.7704], [-4.4489, 0.4433, 3.1955], [-5.8333, 0.0252, 2.1759], [-3.8004, -0.7268, -0.7164], [-4.6751, -1.8328, 0.3567], [-6.7973, -2.0722, -0.6746], [-8.8966, -1.0926, -1.4992], [-9.1334, 1.3567, -1.6786], [-7.2537, 2.8195, -1.0323], [-5.1450, 1.8238, -0.2080], [-2.3830, -1.3746, 1.5001], [-2.3262, 0.1517, 2.4128], [-2.1576, 1.2610, 0.0220], [-0.8345, -0.2713, -1.2466], [0.1214, -0.2832, 1.3666], [-0.3769, 1.4066, 1.7071], [1.9329, 0.8720, 2.1510], [4.3423, 1.2002, 2.2711], [6.4297, 1.5004, 1.2657], [6.3049, 2.9395, 0.2427], [6.6125, 1.5445, -1.6471], [7.2214, -0.5201, 0.3253], [7.7909, -0.5006, -1.3549], [5.1362, -0.3817, -1.8407], [5.9877, -1.9328, -1.6054], [3.4994, -1.7534, -2.2856], [1.1259, -2.4245, -2.2382], [-0.0125, -2.7043, -0.0360], [3.3950, -1.7442, 2.0037], [4.4468, 2.1583, -1.8852], [2.0232, 1.7668, -2.0237]],
  "forces_ev_per_angstrom": [[-0.003, 0.050, 0.015], [0.029, -0.099, 0.069], [0.163, 0.090, -0.100], [-0.122, -0.056, -0.017], [0.098, 0.005, 0.022], [-0.115, -0.017, -0.061], [-0.116, 0.009, -0.041], [-0.010, 0.078, -0.032], [0.021, -0.026, -0.017], [0.186, 0.260, -0.406], [0.309, 0.354, 0.466], [0.095, -0.274, -0.301], [-0.413, -0.203, 0.144], [0.031, 0.057, -0.112], [0.206, 0.085, -0.097], [-0.401, 0.088, -0.004], [0.110, 0.188, -0.225], [-0.006, 0.010, 0.190], [0.023, 0.196, -0.081], [0.022, 0.248, -0.157], [-0.343, -0.261, -0.240], [0.411, -0.004, -0.167], [-0.059, -0.077, 0.237], [-0.351, -0.191, -0.082], [0.338, 0.076, 0.106], [-0.053, -0.011, 0.198], [-0.192, -0.100, -0.366], [-0.131, -0.096, 0.367], [0.468, 0.024, -0.181], [0.005, -0.005, 0.140], [-0.207, -0.021, 0.078], [-0.013, -0.033, 0.002], [-0.033, 0.000, 0.073], [-0.057, -0.012, 0.098], [-0.087, -0.104, 0.060], [0.025, 0.027, -0.037], [0.023, -0.100, 0.036], [-0.061, -0.044, -0.017], [-0.070, 0.031, -0.020], [0.000, 0.078, -0.004], [0.076, 0.083, 0.049], [0.039, 0.015, 0.078], [0.002, -0.038, 0.024], [0.030, -0.100, 0.132], [-0.015, 0.001, -0.003], [-0.012, 0.104, 0.003], [0.001, -0.036, -0.042], [-0.084, -0.069, 0.074], [0.076, -0.049, 0.113], [-0.025, 0.099, 0.019], [-0.006, -0.102, 0.142], [0.133, 0.010, 0.075], [0.086, -0.089, -0.049], [-0.048, -0.107, 0.085], [0.054, -0.084, 0.056], [-0.076, 0.065, 0.036], [0.067, 0.037, -0.036], [-0.063, -0.032, -0.077], [-0.083, -0.014, -0.098], [0.165, 0.064, 0.080], [0.034, 0.005, -0.094], [-0.075, 0.017, -0.105]],
  "nbo_charge": [-0.4142, -0.4359, -0.2797, 0.0681, -0.2463, -0.2056, -0.2271, -0.1939, -0.2460, -0.2331, 0.0861, -0.7327, -0.1034, -0.5390, 0.3786, -0.3342, -0.1266, -0.0789, -0.2382, -0.6094, -0.2369, -0.0900, -0.5004, 0.2738, -0.2599, -0.2465, -0.0070, -0.4212, 0.0023, -0.2180, -0.2647, 0.1629, 0.1973, 0.2117, 0.2412, 0.1678, 0.2080, 0.2104, 0.2104, 0.2087, 0.2235, 0.1817, 0.2013, 0.1723, 0.4850, 0.2018, 0.1796, 0.2258, 0.2029, 0.1975, 0.2056, 0.3480, 0.2070, 0.2011, 0.1795, 0.1792, 0.2215, 0.2200, 0.2068, 0.1975, 0.2039, 0.2199],
  "energy_ha": -1361.19253,
  "homo_lumo_gap_ev": 8.97,
  "multiplicity": 1,
  "lumo_energy_ev": 0.699
}

***

No. 3
{
  "formula": "C2H3I2NO2",
  "method": "ωB97M-V/def2-TZVPD",
  "symbols": ["C", "C", "N", "O", "O", "I", "I", "H", "H", "H"],
  "positions_angstrom": [[0.1828, 0.1554, -1.1168], [0.1820, -0.1592, 0.3850], [-1.1114, 0.0153, 0.9809], [-2.0766, -0.1995, 0.3382], [-1.1173, 0.4360, 2.1380], [2.1011, -0.2459, -2.0936], [1.6854, 1.0020, 1.5252], [-0.1668, 1.2504, -1.1493], [-0.3913, -0.4417, -1.7202], [0.7119, -1.8128, 0.7126]],
  "forces_ev_per_angstrom": [[1.572, 2.395, 1.831], [4.049, -3.321, -0.254], [0.665, 1.239, 3.342], [-1.907, -0.731, -1.753], [-0.439, -0.547, -0.598], [-0.682, 0.457, 0.555], [-0.654, -0.650, -0.838], [0.872, -1.491, -0.515], [-1.885, -1.389, -0.858], [-1.590, 4.037, -0.912]],
  "nbo_charge": [-0.5854, -0.2087, 0.4272, -0.3349, -0.3749, 0.1196, 0.2061, 0.2482, 0.2380, 0.2648],
  "energy_ha": -878.40545,
  "homo_lumo_gap_ev": 8.06,
  "multiplicity": 1,
  "lumo_energy_ev": -1.450
}